Entry 1:
C28H54F12N8O16S4 | the ωB97M-V functional and the def2-TZVPD basis

Properties
Calculated total energy: -5531.05800 hartree
2S+1: 2
Total charge: +3

Last columns: bonded neighbours and bond lengths (Å).
CARTESIAN COORDINATES (ANGSTROEM)
1 H -10.2324 5.2169 -6.9560  C83 1.090
2 O -17.5194 3.9889 -0.4146  S101 1.483
3 C -7.4344 0.6278 -3.4347  H53 1.090, H66 1.090, H78 1.090, N111 1.587
4 C -14.2807 4.6285 -5.8530  N68 1.402, C115 1.423, H118 1.080
5 H -5.9981 9.3668 -9.1406  C64 1.090
6 H -13.9448 12.0163 -6.8462  N85 1.010
7 C -14.0029 6.5642 -4.2557  H15 1.090, H17 1.090, H37 1.090, N68 1.494
8 H -14.3655 9.3696 -7.8444  C77 1.090
9 H -13.6588 12.0676 -4.3537  C63 1.090
10 O -16.5634 -4.1958 -5.1550  S65 1.432
11 C -12.6941 -4.1976 -2.0358  C26 1.561, N61 1.505, O95 1.244
12 H -11.5122 6.1492 -6.2169  C83 1.090
13 N -13.1263 3.0658 -4.6377  C14 1.434, C33 1.367, C115 1.399
14 C -12.5537 1.8042 -4.2672  N13 1.434, C18 1.547, H32 1.090, H67 1.090
15 H -13.2756 7.2434 -4.7007  C7 1.090
16 H -10.9500 6.4936 -7.8384  C83 1.090
17 H -14.8097 7.0098 -4.8376  C7 1.090
18 C -13.5658 0.9296 -3.4896  C14 1.547, H36 1.090, H81 1.090, H114 1.090
19 H -12.0018 -2.1182 -1.9359  C26 1.090
20 C -18.7335 2.8384 -6.3734  F84 1.328, F98 1.347, S104 1.945, F106 1.351
21 C -8.7153 -2.2694 -4.6369  H31 1.090, H90 1.090, H120 1.090, C121 1.495
22 C -17.6016 6.7048 -2.9018  N41 1.610, H44 1.090, H93 1.090, H112 1.090
23 F -15.3666 3.7057 2.0456  C86 1.350
24 C -9.4638 7.0417 -6.1925  H34 1.090, N45 1.416, H48 1.090, C83 1.550
25 H -13.8596 -2.3002 -2.0952  C26 1.090
26 C -12.8594 -2.6717 -2.3184  C11 1.561, H19 1.090, H25 1.090, H55 1.090
27 C -18.7936 9.8520 -5.0366  H29 1.090, C38 1.491, H51 1.090, H54 1.090
28 H -10.7826 -6.1410 -1.3107  C40 1.090
29 H -18.3161 10.8316 -5.0177  C27 1.090
30 H -12.5955 13.2927 -5.0243  C63 1.090
31 H -7.7027 -2.5483 -4.3456  C21 1.090
32 H -11.6036 1.9559 -3.7549  C14 1.090
33 C -13.1078 4.2240 -3.9127  N13 1.367, H35 1.080, N68 1.358
34 H -9.1914 6.8274 -5.1591  C24 1.090
35 H -12.5055 4.3590 -3.0264  C33 1.080
36 H -13.0320 0.0461 -3.1395  C18 1.090
37 H -13.9253 6.6137 -3.1696  C7 1.090
38 C -17.7897 8.8686 -4.5382  C27 1.491, N41 1.568, O87 1.225
39 H -4.9798 7.9531 -9.4335  C64 1.090
40 C -11.5930 -5.9808 -0.5996  H28 1.090, H49 1.090, N61 1.530, H79 1.090
41 N -18.4589 7.5807 -3.9454  C22 1.610, C38 1.568, H88 1.010, H96 1.010
42 H -5.4986 5.8136 -8.5851  C50 1.080
43 O -16.3762 5.9362 0.4352  S101 1.461
44 H -17.4875 7.3686 -2.0448  C22 1.090
45 N -8.2192 7.0031 -6.8658  C24 1.416, C46 1.462, C94 1.374
46 C -7.4543 5.8814 -7.4095  N45 1.462, C50 1.380, H122 1.080
47 O -11.6001 9.9424 -6.5808  C117 1.190
48 H -9.8415 8.0642 -6.1857  C24 1.090
49 H -11.2674 -6.0126 0.4402  C40 1.090
50 C -6.3539 6.2931 -8.1326  H42 1.080, C46 1.380, N113 1.423
51 H -19.1363 9.5222 -6.0173  C27 1.090
52 O -10.2458 -0.6184 -3.7912  C121 1.185
53 H -8.1137 0.5198 -2.5892  C3 1.090
54 H -19.7014 10.0196 -4.4571  C27 1.090
55 H -12.8888 -2.3737 -3.3664  C26 1.090
56 C -10.4488 1.6880 -8.4401  S74 2.002, F80 1.306, F82 1.364, F105 1.327
57 O -18.6507 4.7530 -8.4335  S104 1.467
58 H -12.6399 -4.3382 0.1600  N61 1.010
59 H -8.8621 1.0083 -4.9832  N111 1.010
60 H -14.0511 2.4401 -6.4730  C115 1.080
61 N -12.1298 -4.5505 -0.6855  C11 1.505, C40 1.530, H58 1.010, H97 1.010
62 F -13.6512 3.7803 0.5797  C86 1.402
63 C -12.8105 12.2242 -5.0201  H9 1.090, H30 1.090, H70 1.090, N85 1.537
64 C -5.4363 8.5674 -8.6574  H5 1.090, H39 1.090, H73 1.090, N113 1.424
65 S -16.8525 -3.4471 -3.9688  O10 1.432, O91 1.434, C107 1.997, O110 1.491
66 H -7.1542 1.6811 -3.4236  C3 1.090
67 H -12.2627 1.2897 -5.1830  C14 1.090
68 N -13.8392 5.1244 -4.6187  C4 1.402, C7 1.494, C33 1.358
69 O -15.5492 4.9335 -1.6375  S101 1.498
70 H -11.8652 11.8110 -4.6683  C63 1.090
71 F -16.2289 -0.7975 -3.4945  C107 1.331
72 F -17.1975 -1.0612 -5.3944  C107 1.340
73 H -4.6477 8.8577 -7.9632  C64 1.090
74 S -11.7681 0.1980 -8.6590  C56 2.002, O89 1.453, O102 1.478, O103 1.462
75 F -15.2437 2.2113 0.5501  C86 1.293
76 H -7.7880 9.1429 -7.3339  C94 1.080
77 C -13.8351 9.2449 -6.9004  H8 1.090, H108 1.090, H109 1.090, C117 1.491
78 H -6.6453 -0.1167 -3.3288  C3 1.090
79 H -12.4687 -6.6030 -0.7846  C40 1.090
80 F -9.7254 1.3717 -7.4000  C56 1.306
81 H -14.5344 0.6982 -3.9327  C18 1.090
82 F -11.0629 2.8723 -8.1573  C56 1.364
83 C -10.6177 6.2292 -6.8345  H1 1.090, H12 1.090, H16 1.090, C24 1.550
84 F -17.5791 2.2125 -6.5705  C20 1.328
85 N -13.0406 11.7691 -6.4701  H6 1.010, C63 1.537, C117 1.570, H119 1.010
86 C -15.0044 3.4636 0.7677  F23 1.350, F62 1.402, F75 1.293, S101 2.042
87 O -16.5898 9.0862 -4.4227  C38 1.225
88 H -18.7794 7.0138 -4.7174  N41 1.010
89 O -10.9142 -0.9724 -8.5510  S74 1.453
90 H -8.7385 -2.4026 -5.7185  C21 1.090
91 O -18.2702 -3.3757 -3.7626  S65 1.434
92 H -7.8767 -0.0168 -5.5948  N111 1.010
93 H -18.2235 5.8443 -2.6548  C22 1.090
94 C -7.5250 8.0954 -7.3258  N45 1.374, H76 1.080, N113 1.392
95 O -12.8970 -5.0520 -2.9167  C11 1.244
96 H -19.3480 7.6764 -3.4758  N41 1.010
97 H -11.3185 -3.9523 -0.6235  N61 1.010
98 F -19.1436 2.7641 -5.0924  C20 1.347
99 O -17.4175 5.2479 -6.3818  S104 1.449
100 F -15.1632 -1.6910 -5.0797  C107 1.276
101 S -16.2185 4.6951 -0.3185  O2 1.483, O43 1.461, O69 1.498, C86 2.042
102 O -12.8069 0.2527 -7.6087  S74 1.478
103 O -12.2832 0.4107 -10.0108  S74 1.462
104 S -18.6178 4.6866 -6.9680  C20 1.945, O57 1.467, O99 1.449, O116 1.498
105 F -9.6696 1.6645 -9.5143  C56 1.327
106 F -19.6052 2.3032 -7.2562  C20 1.351
107 C -16.3185 -1.6104 -4.5444  S65 1.997, F71 1.331, F72 1.340, F100 1.276
108 H -14.5468 9.4110 -6.0917  C77 1.090
109 H -13.4486 8.2258 -6.8851  C77 1.090
110 O -16.0427 -3.8873 -2.7966  S65 1.491
111 N -8.2930 0.2213 -4.7059  C3 1.587, H59 1.010, H92 1.010, C121 1.507
112 H -16.6058 6.5010 -3.2954  C22 1.090
113 N -6.3896 7.7124 -8.0347  C50 1.423, C64 1.424, C94 1.392
114 H -13.8090 1.4844 -2.5835  C18 1.090
115 C -13.9128 3.2557 -5.7787  C4 1.423, N13 1.399, H60 1.080
116 O -19.8490 5.2580 -6.3352  S104 1.498
117 C -12.7497 10.2391 -6.6648  O47 1.190, C77 1.491, N85 1.570
118 H -14.7963 5.3066 -6.5168  C4 1.080
119 H -12.3270 12.2921 -6.9572  N85 1.010
120 H -9.4023 -3.0066 -4.2214  C21 1.090
121 C -9.2121 -0.9005 -4.2972  C21 1.495, O52 1.185, N111 1.507
122 H -7.8294 4.8745 -7.3005  C46 1.080

=====

Entry 2:
C28H54F12NO21P3 | the ωB97M-V functional and the def2-TZVPD basis

Properties
Calculated total energy: -4956.75314 hartree
SMILES: CCOC(=O)C(F)(F)F.CCOC(=O)C(F)(F)F.CCOC(=O)C(F)(F)F.CCOC(=O)C(F)(F)F.COP(=O)(OC)OC.COP(=O)(OC)OC.COP(=O)(OC)OC.CN(C)C=O

Last columns: bonded neighbours and bond lengths (Å).
CARTESIAN COORDINATES (ANGSTROEM)
1 H 18.3428 18.5472 14.2077  C59 1.090
2 C 24.1623 13.9864 13.7357  O17 1.376, H34 1.090, H43 1.090, H100 1.090
3 C 15.6253 12.8894 11.3892  F7 1.344, F15 1.311, F37 1.350, C68 1.519
4 O 10.7843 14.3420 16.0665  C75 1.401, C91 1.325
5 H 17.1873 8.7891 14.3068  C76 1.090
6 H 20.5420 15.4141 12.6303  C20 1.090
7 F 14.6232 13.7042 11.0192  C3 1.344
8 C 18.3021 11.0185 16.6011  O21 1.406, O32 1.258, C48 1.591
9 O 19.8143 18.0400 18.0757  P52 1.502
10 O 20.9479 18.3578 15.7807  P52 1.659, C62 1.379
11 F 12.4266 14.3366 13.8992  C64 1.360
12 H 10.1933 13.9451 18.8037  C111 1.090
13 C 18.2182 17.7282 7.6628  F26 1.316, F61 1.353, F99 1.319, C119 1.523
14 H 19.9190 10.3188 12.8277  C94 1.090
15 F 15.4210 11.6963 10.8850  C3 1.311
16 O 17.2153 13.5850 9.6518  C68 1.182
17 O 22.9821 13.4559 13.2663  C2 1.376, P105 1.649
18 H 21.8343 16.8521 11.5268  C31 1.090
19 C 16.4557 17.3541 12.1192  H42 1.090, H44 1.090, C63 1.516, H113 1.090
20 C 19.8086 14.6191 12.7655  H6 1.090, H39 1.090, H55 1.090, C118 1.480
21 O 17.9102 10.4577 15.3723  C8 1.406, C76 1.441
22 F 18.6403 13.2742 15.9416  C48 1.324
23 O 12.1471 12.8546 17.1032  C91 1.238
24 H 14.5927 8.6904 8.5757  C78 1.090
25 O 23.8017 15.5703 8.4231  P29 1.604, C45 1.482
26 F 18.0526 16.8707 6.6777  C13 1.316
27 H 17.2937 8.5707 15.9863  C76 1.090
28 F 20.1428 11.9107 15.3447  C48 1.333
29 P 22.2189 15.7290 8.2139  O25 1.604, O38 1.622, O40 1.474, O112 1.602
30 H 22.8162 13.7389 10.7932  C58 1.090
31 C 21.6126 16.9501 10.4641  H18 1.090, H50 1.090, H108 1.090, O112 1.423
32 O 17.9354 10.6564 17.7487  C8 1.258
33 H 20.0467 14.9417 7.0978  C97 1.090
34 H 25.0049 13.5143 13.2305  C2 1.090
35 H 14.7091 6.8772 8.8680  C78 1.090
36 H 22.6255 12.5284 9.5542  C58 1.090
37 F 15.6631 12.7271 12.7291  C3 1.350
38 O 21.8508 14.2325 7.7085  P29 1.622, C97 1.397
39 H 19.0916 14.9874 13.4993  C20 1.090
40 O 21.8434 16.8328 7.3122  P29 1.474
41 H 24.1702 13.4496 9.9100  C58 1.090
42 H 15.6614 17.1426 12.8350  C19 1.090
43 H 24.1989 13.7049 14.7881  C2 1.090
44 H 16.9344 18.2528 12.5082  C19 1.090
45 C 24.6891 15.7377 7.2484  O25 1.482, H80 1.090, H81 1.090, H116 1.090
46 H 15.3566 10.6154 14.7336  C95 1.090
47 F 13.8317 13.0321 14.9330  C64 1.323
48 C 19.3207 12.2142 16.3493  C8 1.591, F22 1.324, F28 1.333, F74 1.352
49 H 18.5742 7.7174 9.5004  C117 1.090
50 H 20.6561 17.4630 10.3630  C31 1.090
51 O 23.6363 11.9158 11.2915  C58 1.427, P105 1.614
52 P 19.9196 17.4391 16.7034  O9 1.502, O10 1.659, O77 1.647, O90 1.645
53 C 21.5713 15.6098 17.4284  H65 1.090, H82 1.090, H84 1.090, O90 1.387
54 H 17.5827 6.4349 8.7574  C117 1.090
55 H 20.2826 13.7406 13.2033  C20 1.090
56 H 9.4139 12.9433 16.5694  C75 1.090
57 H 14.7610 9.0255 15.2462  C95 1.090
58 C 23.3176 12.9006 10.3096  H30 1.090, H36 1.090, H41 1.090, O51 1.427
59 C 17.8808 18.4072 15.1850  H1 1.090, H66 1.090, O77 1.441, H92 1.090
60 H 20.1999 10.4282 11.1312  C94 1.090
61 F 18.6251 18.9108 7.1455  C13 1.353
62 C 21.5273 17.9111 14.6121  O10 1.379, H88 1.090, H89 1.090, H110 1.090
63 C 16.0119 17.6068 10.6916  C19 1.516, O83 1.426, H93 1.090, H98 1.090
64 C 12.9957 14.0436 15.0996  F11 1.360, F47 1.323, F67 1.323, C91 1.589
65 H 22.2669 14.8639 17.0438  C53 1.090
66 H 18.0314 19.3046 15.7850  C59 1.090
67 F 13.7023 15.0847 15.5082  C64 1.323
68 C 16.9169 13.4099 10.7822  C3 1.519, O16 1.182, O103 1.371
69 O 15.9849 18.5696 8.0407  C119 1.244
70 O 21.2921 11.8195 12.3269  C94 1.428, P105 1.637
71 H 20.4626 13.4448 6.2679  C97 1.090
72 H 9.7422 15.5418 18.2431  C111 1.090
73 H 17.6538 7.8635 7.9804  C117 1.090
74 F 20.0111 12.6019 17.4447  C48 1.352
75 C 9.5639 14.0178 16.6739  O4 1.401, H56 1.090, H102 1.090, C111 1.565
76 C 17.0308 9.3240 15.2436  H5 1.090, O21 1.441, H27 1.090, C95 1.551
77 O 18.5088 17.3026 15.8638  P52 1.647, C59 1.441
78 C 15.2216 7.8004 8.5975  H24 1.090, H35 1.090, N85 1.482, H109 1.090
79 O 23.2751 10.8783 13.7029  P105 1.477
80 H 25.4957 16.4522 7.4128  C45 1.090
81 H 25.1656 14.8128 6.9233  C45 1.090
82 H 22.1491 16.4950 17.6940  C53 1.090
83 O 17.0170 17.3641 9.7099  C63 1.426, C119 1.350
84 H 21.1179 15.1596 18.3116  C53 1.090
85 N 16.3262 7.9997 9.5646  C78 1.482, C87 1.357, C117 1.504
86 H 8.4986 14.2752 18.5632  C111 1.090
87 C 16.2966 8.6798 10.7386  N85 1.357, H106 1.101, O114 1.220
88 H 22.6089 18.0460 14.6135  C62 1.090
89 H 21.4522 16.8482 14.3823  C62 1.090
90 O 20.5241 15.9151 16.5710  P52 1.645, C53 1.387
91 C 11.9441 13.7270 16.2484  O4 1.325, O23 1.238, C64 1.589
92 H 16.8001 18.2673 15.1623  C59 1.090
93 H 15.2871 16.7995 10.5863  C63 1.090
94 C 20.6946 10.5437 12.0956  H14 1.090, H60 1.090, O70 1.428, H101 1.090
95 C 15.5502 9.7641 15.3863  H46 1.090, H57 1.090, C76 1.551, H104 1.090
96 H 19.7245 13.9099 10.8026  C118 1.090
97 C 20.5701 13.9915 7.2047  H33 1.090, O38 1.397, H71 1.090, H115 1.090
98 H 15.6861 18.6340 10.5280  C63 1.090
99 F 19.1963 17.2935 8.4334  C13 1.319
100 H 24.2964 15.0629 13.6300  C2 1.090
101 H 21.4624 9.7700 12.0877  C94 1.090
102 H 8.7167 14.3753 16.0887  C75 1.090
103 O 17.8304 13.6807 11.7675  C68 1.371, C118 1.445
104 H 15.3060 10.2839 16.3128  C95 1.090
105 P 22.8795 11.9045 12.7171  O17 1.649, O51 1.614, O70 1.637, O79 1.477
106 H 15.2964 9.0425 11.0219  C87 1.101
107 H 18.8283 15.3593 11.0444  C118 1.090
108 H 22.4983 17.5373 10.2215  C31 1.090
109 H 15.4911 7.6912 7.5470  C78 1.090
110 H 21.1218 18.5313 13.8127  C62 1.090
111 C 9.4921 14.4837 18.1663  H12 1.090, H72 1.090, C75 1.565, H86 1.090
112 O 21.5781 15.7615 9.6815  P29 1.602, C31 1.423
113 H 17.2327 16.5916 12.1747  C19 1.090
114 O 17.2775 8.7865 11.4568  C87 1.220
115 H 20.0408 13.3303 7.8909  C97 1.090
116 H 24.2342 16.1098 6.3305  C45 1.090
117 C 17.6286 7.4951 9.0060  H49 1.090, H54 1.090, H73 1.090, N85 1.504
118 C 19.0563 14.4006 11.5103  C20 1.480, H96 1.090, O103 1.445, H107 1.090
119 C 16.9428 17.9056 8.4758  C13 1.523, O69 1.244, O83 1.350

=====

- Number 2 is which compound?
  C28H54F12NO21P3

=====

- Which value of calculated total energy does entry 2 give?
  -4956.75314 hartree

=====

- The lowest calculated total energy belongs to which entry?
  C28H54F12N8O16S4